1.
Computed, not measured: a cluster of 2 separate species, CHPS3 in total, with ωB97M-V with the def2-TZVPD basis set.

Summary:
- E: -42845.69815 eV
- Frontier orbital gap (spin up / spin down): 6.792 / 6.788 eV
- F_max: 0.13 eV/Å
- HOMO level (spin up / spin down): -8.0 / -8.0 eV
- ΔE to the lowest compared entry with this formula, charge and spin: 28.1 kcal/mol

Geometry (Å):
C 2.85104 -0.63686 -0.37602
P -2.02456 -0.21199 1.30643
S 2.00514 -1.42227 -1.41031
S 3.67864 0.15747 0.66609
S -2.57810 1.04129 -0.14740
H -3.93215 1.07236 -0.03879

2.
Computed, not measured: the ion C4H8ClN4 with charge +1, with ωB97M-V with the def2-TZVPD basis set.

Summary:
- E: -22750.79149 eV
- Structure (SMILES): C=C(Cl)C/C(N)=N\N=[NH2+]
- Frontier orbital gap: 9.014 eV
- F_max: 4.63 eV/Å
- Net charge: +1
- HOMO level: -13.8 eV
- ΔE to the lowest compared entry with this formula, charge and spin: 89.5 kcal/mol

Geometry (Å):
C -1.63870 -0.81572 -1.45330
C -1.18215 -0.83899 -0.23026
Cl -2.25496 -0.31870 1.11350
C 0.14837 -1.20979 0.18225
C 1.14928 -0.14767 0.44042
N 2.17835 -0.53187 1.22518
N 1.13235 0.94612 -0.20880
N 0.48455 1.93970 -0.67875
N -0.52960 2.51672 -0.07815
H -2.61785 -0.32820 -1.71601
H -1.12514 -1.28553 -2.28281
H 0.08493 -2.04394 1.04241
H 0.66534 -1.80851 -0.62262
H 2.18288 -1.56400 1.36270
H 2.99561 0.04943 1.52669
H -0.68804 2.13598 0.82465
H -0.98521 3.30497 -0.44711

3.
Computed, not measured: the molecule C21H25NO3, with ωB97M-V with the def2-TZVPD basis set.

Summary:
- E: -29815.96531 eV
- Structure (SMILES): CCCCOCCCNC(=O)C1c2ccccc2Oc2ccccc21
- Frontier orbital gap: 9.204 eV
- F_max: 0.62 eV/Å
- HOMO level: -8.5 eV
- ΔE to the lowest compared entry with this formula, charge and spin: 29.4 kcal/mol

Geometry (Å):
C -3.63524 -1.63585 1.67307
C -3.96863 -0.15144 1.74252
C -3.30887 0.64663 0.61771
C -3.93855 0.39024 -0.75792
O -3.57806 -0.84393 -1.35635
C -2.67811 -0.77308 -2.42955
C -1.23601 -0.44386 -2.02753
C -0.65462 -1.53181 -1.12290
N 0.55261 -1.07415 -0.47550
C 0.63093 -0.85027 0.85023
O -0.21845 -1.18192 1.64612
C 1.88674 -0.05900 1.26835
C 1.63051 1.35185 0.80665
C 0.67540 2.13957 1.43437
C 0.37291 3.40188 0.95827
C 1.03005 3.89261 -0.15864
C 1.98913 3.12602 -0.79123
C 2.28739 1.85435 -0.31340
O 3.24222 1.14973 -0.99780
C 3.72424 -0.00693 -0.44399
C 4.85308 -0.55856 -1.04103
C 5.39707 -1.72495 -0.54043
C 4.82604 -2.34087 0.56175
C 3.70414 -1.79011 1.15268
C 3.13484 -0.62493 0.65724
H -4.15802 -2.17939 2.45720
H -2.56604 -1.77943 1.80890
H -3.92855 -2.04240 0.70899
H -3.62334 0.24712 2.69934
H -5.05170 -0.01001 1.69492
H -3.41327 1.71435 0.82823
H -2.24531 0.40956 0.59721
H -3.68719 1.21511 -1.43739
H -5.02967 0.36700 -0.64547
H -3.02267 -0.03158 -3.16770
H -2.71173 -1.76417 -2.89155
H -0.63364 -0.34010 -2.93278
H -1.21673 0.51178 -1.49801
H -0.44540 -2.43607 -1.70314
H -1.37043 -1.77547 -0.33497
H 1.29352 -0.74640 -1.07592
H 1.93322 -0.10465 2.36127
H 0.15898 1.74041 2.29461
H -0.37675 3.99913 1.45384
H 0.79779 4.87613 -0.53775
H 2.51846 3.48842 -1.65836
H 5.28466 -0.05508 -1.89176
H 6.27142 -2.15022 -1.00881
H 5.25312 -3.24901 0.95811
H 3.24848 -2.26618 2.00830

4.
Computed, not measured: a structure of composition C29H24KN7O3S, with ωB97M-V with the def2-TZVPD basis set.

Summary:
- E: -74197.32987 eV
- Frontier orbital gap: 3.652 eV
- F_max: 3.16 eV/Å
- Net charge: -2
- HOMO level: -0.1 eV
- ΔE to the lowest compared entry with this formula, charge and spin: 27.0 kcal/mol

Geometry (Å):
K -8.09202 -14.16542 -8.92330
C -9.13196 -14.15861 -12.60522
N -9.24280 -15.04033 -11.44004
C -8.71868 -16.33125 -11.80585
C -8.89800 -17.51259 -10.86434
C -8.89181 -18.78859 -11.44934
C -9.22607 -19.89387 -10.67740
C -9.38559 -19.68924 -9.30516
C -9.19100 -18.43690 -8.78236
N -8.91120 -17.31807 -9.53020
C -10.64030 -15.19702 -10.94769
C -11.23045 -13.87303 -10.47258
C -12.58429 -13.52286 -10.79883
C -13.12267 -12.33337 -10.31064
C -12.40857 -11.66088 -9.31618
C -11.13099 -12.08309 -9.03298
N -10.52624 -13.12978 -9.62957
C -8.13885 -13.02781 -12.49459
C -7.59357 -12.55995 -13.72889
C -6.63381 -11.58114 -13.73683
C -6.25168 -11.01001 -12.49962
C -6.87855 -11.49445 -11.32886
N -7.77636 -12.50183 -11.32057
H -10.13552 -13.74152 -12.76622
H -8.87542 -14.70473 -13.49868
H -7.65771 -16.24889 -11.94060
H -9.08464 -16.72299 -12.74855
H -8.64637 -18.88102 -12.53730
H -9.36063 -20.87534 -11.06814
H -9.69777 -20.52025 -8.62147
H -9.29065 -18.24780 -7.71540
H -10.51715 -15.86955 -10.07489
H -11.33850 -15.57630 -11.70232
H -13.16803 -14.08987 -11.50548
H -14.05146 -11.92931 -10.67788
H -12.83654 -10.78431 -8.80880
H -10.47278 -11.54292 -8.31248
H -7.82674 -13.14369 -14.61647
H -6.17526 -11.29722 -14.68382
H -5.51377 -10.22157 -12.40407
H -6.64774 -11.08614 -10.37235
O -11.43876 -15.37720 -7.40881
C -10.43667 -15.75651 -6.68562
O -9.25057 -16.04186 -7.09271
C -10.64327 -15.85345 -5.24804
C -11.90087 -15.86510 -4.70228
C -12.14617 -16.21067 -3.37644
C -11.09009 -16.57025 -2.52614
C -9.80351 -16.41965 -2.96623
C -9.53311 -16.03627 -4.30807
S -7.84809 -15.96226 -4.53870
H -12.74118 -15.65717 -5.37537
H -13.15173 -16.24430 -2.99296
H -11.19176 -16.98592 -1.51950
H -8.95692 -16.56723 -2.32670
N -3.98955 -13.24307 -6.21218
C -4.46350 -12.63354 -7.29375
O -5.51870 -12.83686 -7.86890
C -3.49889 -11.73073 -7.87198
C -3.70340 -11.38579 -9.21345
N -3.88286 -11.12190 -10.33357
C -2.50203 -11.09240 -7.10132
N -1.72245 -10.54385 -6.43099
H -4.59465 -13.94131 -5.78058
H -2.99214 -13.23069 -6.03006

5.
Computed, not measured: the molecule C10H12, with ωB97M-V with the def2-TZVPD basis set.

Summary:
- E: -10555.70056 eV
- Frontier orbital gap (spin up / spin down): 7.220 / 7.218 eV
- F_max: 2.72 eV/Å
- HOMO level (spin up / spin down): -7.7 / -7.7 eV
- ΔE to the lowest compared entry with this formula, charge and spin: 182.7 kcal/mol

Geometry (Å):
C 1.49208 -1.19644 -0.59574
C 0.28535 -0.59644 -1.00164
C -0.83959 -0.09950 -0.97764
C 0.94332 -0.15100 0.35333
C -3.24263 -0.55807 -1.07321
C -2.19533 0.30348 -1.22092
C 2.26362 0.06636 -0.35719
C 2.54083 1.20636 -1.38323
C -0.90213 -0.80868 2.07541
C 0.34400 -0.09459 1.72256
H -4.29810 -0.21848 -1.42979
H -3.21827 -1.60250 -0.65228
H -2.17214 1.29062 -1.67584
H 3.27849 0.10273 0.03320
H 3.28482 0.70046 -2.12629
H 3.10253 1.95835 -0.81678
H 1.60156 1.72995 -1.83201
H -0.76471 -1.96361 2.20319
H -1.65234 -0.43898 1.31314
H -1.21446 -0.39818 2.99770
H 1.20056 -0.17900 2.41777
H 0.16254 0.94719 2.02625

6.
Computed, not measured: the molecule C4H6S2, with ωB97M-V with the def2-TZVPD basis set.

Summary:
- E: -25913.39889 eV
- Structure (SMILES): C#C[C@@H](S)CS
- Frontier orbital gap: 9.743 eV
- F_max: 4.19 eV/Å
- HOMO level: -9.1 eV
- ΔE to the lowest compared entry with this formula, charge and spin: 43.6 kcal/mol

Geometry (Å):
C -1.42225 2.28391 -0.31248
C -1.02657 1.21934 0.15624
C -0.58027 -0.07197 0.72938
S -1.12994 -1.45911 -0.35753
C 0.90900 -0.13571 1.01907
S 1.91480 0.15455 -0.48460
H -1.71185 3.17444 -0.76295
H -1.06518 -0.18201 1.68536
H -2.44104 -1.24848 -0.18984
H 1.00693 0.67504 1.73447
H 1.28097 -1.08695 1.41124
H 3.09293 -0.23249 0.04256